Entry 1:
The following is a quantum chemistry calculation of a 18-piece molecular cluster, C49H71F9IN17O3S overall at a distorted geometry, from the Open Molecules 2025 dataset.

Each line ends with the Mulliken charge.
Element x y z (Å)
C: -0.01 5.46 -1.34  -0.803
C: -0.13 4.69 -2.42  -0.525
C: 0.74 3.48 -2.61  -0.542
C: 0.32 2.20 -1.85  3.173
C: -0.84 2.28 -0.85  -1.144
C: -0.67 1.53 0.49  -0.892
C: -1.48 0.23 0.57  -0.382
C: -2.96 0.61 0.71  -1.347
C: -3.94 -0.50 0.30  0.638
F: -3.40 -1.70 0.64  -0.308
F: -5.10 -0.32 0.98  -0.258
C: -4.18 -0.44 -1.23  0.754
F: -4.30 0.83 -1.65  -0.273
F: -3.07 -0.94 -1.82  -0.331
S: -5.69 -1.40 -1.89  1.376
F: -5.70 -2.36 -0.65  -0.321
F: -6.66 -0.38 -1.19  -0.282
F: -5.67 -0.49 -3.20  -0.305
F: -4.77 -2.44 -2.66  -0.303
F: -6.95 -2.15 -2.46  -0.296
O: -0.17 1.27 -2.90  -0.534
C: 0.12 0.02 -2.46  0.114
O: -0.40 -1.00 -2.88  -0.625
O: 1.07 0.05 -1.49  -0.563
C: 1.55 1.42 -1.49  -1.615
C: 2.46 1.86 -0.34  -0.971
I: 4.25 2.83 -1.03  0.127
C: 2.87 0.67 0.54  -0.887
C: 3.65 -0.42 -0.19  0.395
H: 0.89 5.43 -0.75  0.289
H: -0.79 6.13 -1.01  0.310
H: -0.86 4.98 -3.17  0.382
H: 1.77 3.77 -2.40  0.227
H: 0.72 3.21 -3.66  0.325
H: -1.15 3.30 -0.64  0.281
H: -1.69 1.83 -1.36  0.283
H: 0.36 1.35 0.77  -0.107
H: -1.07 2.17 1.27  0.731
H: -1.28 -0.40 -0.28  0.219
H: -1.18 -0.24 1.50  0.397
H: -3.16 0.73 1.77  0.388
H: -3.22 1.55 0.25  0.598
H: 2.20 1.43 -2.37  1.301
H: 1.90 2.52 0.31  0.613
H: 3.53 1.09 1.29  0.563
H: 2.00 0.27 1.06  0.369
H: 4.70 -0.43 0.09  -0.063
H: 3.56 -0.34 -1.27  -0.141
H: 3.23 -1.38 0.10  -0.165
C: -4.65 2.26 -4.89  0.028
C: -3.72 3.36 -5.11  0.302
N: -2.99 4.22 -5.29  -0.452
H: -4.38 1.70 -4.00  -0.398
H: -5.67 2.62 -4.77  0.323
H: -4.65 1.57 -5.73  0.175
C: 5.26 -0.73 -4.23  -0.619
C: 5.97 -0.38 -3.02  0.233
N: 6.50 -0.07 -2.05  -0.023
H: 4.76 -1.69 -4.13  0.257
H: 4.50 0.02 -4.46  0.314
H: 5.94 -0.79 -5.09  -0.056
C: 2.16 -4.96 1.22  -1.016
C: 2.03 -3.53 1.36  0.540
N: 1.94 -2.39 1.45  -0.477
H: 3.20 -5.26 1.25  0.293
H: 1.64 -5.48 2.03  0.304
H: 1.73 -5.30 0.28  0.296
C: 8.45 -1.31 0.05  -0.797
C: 7.44 -1.05 1.06  0.523
N: 6.64 -0.86 1.86  -0.498
H: 7.99 -1.45 -0.93  0.145
H: 9.15 -0.48 -0.02  0.232
H: 9.02 -2.20 0.29  0.417
C: -1.89 -3.75 3.41  -0.707
C: -0.51 -3.91 3.81  0.477
N: 0.59 -4.04 4.11  -0.477
H: -2.57 -4.14 4.16  0.317
H: -2.14 -2.69 3.26  0.214
H: -2.10 -4.27 2.48  0.189
C: 8.71 1.98 -1.51  -0.305
C: 7.94 3.11 -2.01  0.263
N: 7.25 3.94 -2.40  -0.489
H: 9.10 1.38 -2.33  0.352
H: 9.54 2.30 -0.90  0.390
H: 8.07 1.34 -0.90  -0.211
C: -2.51 -7.73 4.51  -0.599
C: -2.50 -7.21 3.15  0.432
N: -2.50 -6.81 2.07  -0.449
H: -3.05 -7.06 5.18  0.272
H: -2.98 -8.71 4.55  0.078
H: -1.49 -7.83 4.89  0.286
C: 5.60 -0.11 -8.72  -0.800
C: 6.57 -0.61 -7.75  0.376
N: 7.33 -1.01 -7.00  -0.430
H: 4.60 -0.11 -8.29  0.279
H: 5.84 0.92 -9.00  0.274
H: 5.59 -0.72 -9.61  0.282
C: 9.01 0.46 4.46  -0.915
C: 9.06 0.96 3.10  0.441
N: 9.11 1.35 2.02  -0.377
H: 8.64 1.23 5.14  0.288
H: 8.34 -0.39 4.53  0.278
H: 10.00 0.16 4.81  0.289
C: -2.99 -12.28 2.98  -0.767
C: -3.47 -11.51 4.12  0.391
N: -3.84 -10.90 5.02  -0.437
H: -2.13 -11.80 2.52  0.272
H: -2.69 -13.28 3.29  0.278
H: -3.77 -12.38 2.22  0.266
C: -7.95 1.50 1.27  -0.533
C: -8.16 2.38 2.40  0.131
N: -8.32 3.08 3.30  -0.321
H: -7.19 1.89 0.60  0.143
H: -7.64 0.51 1.60  0.221
H: -8.87 1.39 0.69  0.361
C: 5.95 -4.80 -4.02  -0.946
C: 5.59 -4.06 -2.82  0.424
N: 5.30 -3.47 -1.88  -0.359
H: 6.71 -4.27 -4.59  0.281
H: 6.35 -5.78 -3.76  0.344
H: 5.08 -4.95 -4.66  0.285
C: -5.45 2.03 -9.28  -0.827
C: -6.38 2.16 -8.17  0.392
N: -7.12 2.26 -7.30  -0.393
H: -5.98 1.82 -10.21  0.316
H: -4.88 2.95 -9.42  0.276
H: -4.74 1.22 -9.10  0.270
C: -10.42 5.36 5.20  -0.597
C: -11.38 6.38 4.79  0.391
N: -12.14 7.18 4.47  -0.409
H: -10.08 4.78 4.34  0.157
H: -9.55 5.81 5.67  0.261
H: -10.87 4.67 5.91  0.205
C: 7.10 7.09 -1.52  -0.566
C: 6.77 7.98 -0.42  0.300
N: 6.51 8.68 0.46  -0.382
H: 7.93 7.48 -2.10  0.296
H: 7.37 6.10 -1.17  0.088
H: 6.25 6.97 -2.20  0.248
C: 2.01 -2.87 7.21  -0.491
C: 1.55 -2.09 8.35  0.300
N: 1.18 -1.48 9.26  -0.362
H: 2.86 -2.38 6.73  0.261
H: 2.32 -3.86 7.52  0.257
H: 1.22 -2.98 6.47  0.027
C: -11.86 6.03 8.74  -0.758
C: -10.43 5.80 8.87  0.362
N: -9.30 5.61 8.97  -0.384
H: -12.39 5.73 9.65  0.299
H: -12.07 7.08 8.56  0.259
H: -12.28 5.46 7.91  0.233

## Properties
maximum force	2.16	eV Å⁻¹
charge	0
Kohn-Sham gap	9.15	eV
HOMO energy	-0.3323	Eh


Entry 2:
The following is a quantum chemistry calculation of C49H73BGe2N8OV as an isolated structure at a distorted geometry, from the Open Molecules 2025 dataset.

Each line ends with the Mulliken charge.
Element x y z (Å)
V: 0.13 0.00 -0.07  2.077
C: -3.28 3.79 2.23  -1.357
C: -2.87 3.09 0.96  0.355
C: -3.59 2.94 -0.19  -1.148
C: -2.76 2.22 -1.07  -0.580
N: -1.63 1.87 -0.45  0.212
N: -1.68 2.48 0.78  0.275
B: -0.44 2.91 1.61  -1.887
N: 0.72 3.52 0.72  0.591
N: 0.89 3.23 -0.61  0.131
C: 1.69 4.17 -1.10  -0.425
C: 2.09 5.06 -0.08  -1.194
C: 1.44 4.64 1.04  0.640
C: 1.49 5.32 2.37  -1.696
C: 2.02 4.32 -2.58  2.575
C: 1.77 5.79 -2.96  -1.897
C: 1.12 3.42 -3.45  -0.903
C: 3.50 4.02 -2.83  -1.634
N: -0.06 1.81 2.65  0.590
N: 0.02 0.44 2.41  0.890
C: 0.21 -0.12 3.62  -0.882
C: 0.26 0.86 4.61  -1.149
C: 0.04 2.05 3.97  0.511
C: -0.11 3.37 4.68  -1.381
C: 0.31 -1.58 4.00  2.884
C: -0.17 -2.48 2.90  -0.258
C: -0.58 -1.84 5.23  -2.124
C: 1.78 -1.90 4.36  -1.891
C: -3.08 2.05 -2.55  2.817
C: -3.20 3.46 -3.15  -1.957
C: -4.45 1.35 -2.69  -1.868
C: -1.99 1.32 -3.33  -0.474
H: -4.36 3.92 2.23  0.519
H: -3.00 3.20 3.11  0.168
H: -2.81 4.77 2.31  0.167
H: -4.57 3.35 -0.39  0.558
H: -0.78 3.83 2.29  -0.435
H: 2.72 5.93 -0.16  0.545
H: 1.88 6.33 2.23  0.485
H: 0.50 5.40 2.83  0.238
H: 2.15 4.80 3.07  0.235
H: 0.74 6.08 -2.74  0.392
H: 2.43 6.47 -2.42  0.315
H: 1.94 5.93 -4.03  0.511
H: 0.78 3.96 -4.33  0.389
H: 1.66 2.54 -3.79  0.113
H: 0.25 3.08 -2.88  -0.516
H: 4.14 4.64 -2.20  0.348
H: 3.72 2.97 -2.61  0.271
H: 3.76 4.20 -3.88  0.461
H: 0.38 0.72 5.67  0.554
H: -0.13 3.17 5.75  0.478
H: 0.72 4.04 4.48  0.057
H: -1.03 3.88 4.41  0.203
H: -1.21 -2.28 2.68  -0.210
H: 0.40 -2.33 2.00  -1.725
H: -0.09 -3.53 3.19  0.797
H: -1.60 -1.51 5.04  0.359
H: -0.60 -2.91 5.45  0.460
H: -0.21 -1.33 6.12  0.422
H: 2.43 -1.72 3.50  0.198
H: 2.13 -1.29 5.19  0.426
H: 1.87 -2.95 4.65  0.433
H: -4.01 4.03 -2.67  0.384
H: -2.27 4.02 -3.02  0.297
H: -3.42 3.39 -4.22  0.450
H: -5.25 1.99 -2.29  0.404
H: -4.67 1.16 -3.75  0.456
H: -4.48 0.41 -2.15  0.180
H: -1.12 1.98 -3.48  0.040
H: -1.63 0.45 -2.82  -0.700
H: -2.37 1.03 -4.31  0.522
O: 0.33 0.02 -1.80  -0.318
C: 1.36 -0.11 -2.66  0.652
C: 1.11 -0.41 -3.99  -0.916
C: 2.16 -0.54 -4.88  -0.794
C: 3.47 -0.39 -4.46  -1.117
C: 3.72 -0.10 -3.13  -0.533
C: 2.67 0.05 -2.22  0.767
C: 2.94 0.43 -0.83  -0.671
N: 2.08 0.48 0.19  2.358
C: 2.78 0.93 1.30  -1.031
C: 4.06 1.17 0.95  -1.490
N: 4.14 0.84 -0.39  0.121
H: 0.08 -0.54 -4.30  0.398
H: 1.95 -0.78 -5.92  0.445
H: 4.29 -0.50 -5.15  0.438
H: 4.75 0.01 -2.80  0.425
H: 2.30 1.07 2.25  0.207
H: 4.90 1.54 1.50  0.538
H: 4.96 0.94 -0.97  0.215
C: -4.09 -1.70 2.14  -1.415
C: -3.28 -0.66 1.36  0.384
Ge: -2.00 -1.43 0.08  1.434
C: -2.94 -1.95 -1.59  -0.436
C: -4.28 -2.63 -1.29  -1.806
C: -1.66 -3.30 0.55  -1.068
C: -0.50 -3.87 0.25  0.779
Ge: 0.90 -2.58 -0.33  -0.250
C: 1.39 -3.14 -2.15  -0.039
C: 1.69 -4.64 -2.27  -1.301
C: 2.67 -2.50 0.61  1.166
C: 3.35 -3.69 1.28  -1.883
C: -0.38 -5.36 0.28  -0.585
C: -1.43 -6.15 -0.20  -0.164
C: -1.36 -7.54 -0.17  -0.825
C: -0.24 -8.17 0.35  -0.460
C: 0.81 -7.41 0.83  -1.053
C: 0.74 -6.02 0.79  0.446
H: -4.77 -1.22 2.85  0.379
H: -3.45 -2.37 2.71  0.202
H: -4.71 -2.32 1.48  0.303
H: -2.70 -0.04 2.05  -0.022
H: -3.92 0.03 0.80  0.633
H: -2.26 -2.66 -2.08  0.385
H: -3.09 -1.14 -2.28  0.607
H: -4.17 -3.48 -0.61  0.298
H: -4.75 -3.01 -2.21  0.454
H: -4.99 -1.93 -0.83  0.315
H: -2.49 -3.94 0.90  0.710
H: 2.27 -2.57 -2.46  -0.018
H: 0.58 -2.87 -2.83  0.450
H: 2.47 -4.97 -1.58  0.167
H: 2.03 -4.88 -3.28  0.431
H: 0.81 -5.25 -2.07  0.323
H: 2.58 -1.70 1.34  -0.793
H: 3.32 -2.12 -0.18  0.375
H: 2.76 -4.07 2.13  0.389
H: 4.32 -3.40 1.68  0.395
H: 3.52 -4.52 0.59  0.365
H: -2.29 -5.66 -0.64  0.346
H: -2.19 -8.12 -0.56  0.417
H: -0.19 -9.26 0.38  0.376
H: 1.69 -7.89 1.24  0.419
H: 1.57 -5.44 1.16  0.390

## Properties
maximum force	2.17	eV Å⁻¹
multiplicity	2
charge	0
Kohn-Sham gap (spin up / spin down)	7.50 / 7.22	eV
HOMO energy (spin up / spin down)	-0.2933 / -0.2647	Eh


Entry 3:
The following is a quantum chemistry calculation of a 7-piece molecular cluster, C49H90N6O6S overall, from the Open Molecules 2025 dataset.

Each line ends with the Mulliken charge.
Element x y z (Å)
C: 6.20 -3.71 2.06  -0.579
O: 5.22 -4.68 1.76  -0.345
C: 5.21 -5.09 0.40  -0.634
C: 3.99 -4.55 -0.33  -1.044
C: 4.02 -3.05 -0.61  0.630
C: 5.14 -2.59 -1.56  -0.724
C: 4.82 -2.85 -3.05  -1.021
C: 4.56 -1.59 -3.88  -1.229
C: 3.16 -0.99 -3.78  -0.089
C: 2.96 -0.04 -2.59  0.641
C: 1.53 0.51 -2.53  -0.796
C: 0.51 -0.41 -1.85  -1.353
C: 0.40 -0.41 -0.34  2.037
C: 0.33 0.97 0.34  -1.608
O: 1.45 1.80 0.16  -0.256
C: 2.56 1.54 1.01  -0.516
O: 1.52 -1.19 0.20  -0.052
S: 1.13 -1.89 1.57  1.295
O: 1.48 -1.04 2.66  -0.696
O: 1.58 -3.23 1.55  -0.609
O: -0.43 -1.84 1.36  -0.487
C: -0.78 -1.32 0.06  0.123
C: -2.19 -0.74 0.06  -1.615
C: -3.14 -1.39 -0.96  -0.502
C: -3.81 -2.69 -0.51  1.321
C: -2.79 -3.82 -0.33  -1.705
C: -4.88 -3.12 -1.53  -1.204
C: -6.23 -3.48 -0.89  -1.025
C: -6.83 -2.41 0.00  -0.781
C: -7.00 -1.14 -0.30  1.480
C: -6.88 -0.58 -1.69  -1.488
C: -7.40 -0.13 0.75  -1.507
H: 5.99 -3.33 3.06  0.234
H: 6.16 -2.86 1.36  0.237
H: 7.21 -4.13 2.04  0.271
H: 5.17 -6.19 0.40  0.367
H: 6.15 -4.79 -0.08  0.344
H: 3.83 -5.12 -1.25  0.372
H: 3.14 -4.75 0.33  0.216
H: 4.08 -2.50 0.33  0.268
H: 3.07 -2.76 -1.07  -0.133
H: 6.08 -3.08 -1.30  0.632
H: 5.29 -1.52 -1.42  0.368
H: 5.66 -3.38 -3.51  0.350
H: 3.95 -3.52 -3.13  0.409
H: 4.72 -1.85 -4.93  0.454
H: 5.31 -0.83 -3.63  0.284
H: 2.42 -1.80 -3.73  0.416
H: 2.93 -0.44 -4.70  0.090
H: 3.62 0.82 -2.75  0.121
H: 3.23 -0.53 -1.65  -0.532
H: 1.51 1.50 -2.09  0.336
H: 1.19 0.63 -3.57  -0.108
H: -0.49 -0.19 -2.24  0.418
H: 0.74 -1.44 -2.13  0.397
H: 0.15 0.83 1.42  0.592
H: -0.52 1.50 -0.07  0.172
H: 3.13 2.47 1.07  0.266
H: 2.24 1.24 2.01  0.385
H: 3.21 0.76 0.59  0.023
H: -0.75 -2.16 -0.63  0.681
H: -2.18 0.34 -0.09  0.263
H: -2.61 -0.90 1.06  0.516
H: -3.94 -0.67 -1.16  -0.389
H: -2.63 -1.56 -1.92  0.403
H: -4.28 -2.51 0.47  0.355
H: -2.19 -3.94 -1.24  0.360
H: -3.31 -4.77 -0.15  0.508
H: -2.11 -3.65 0.50  0.191
H: -4.52 -4.00 -2.06  0.550
H: -5.02 -2.35 -2.29  0.482
H: -6.94 -3.75 -1.68  0.388
H: -6.09 -4.39 -0.30  0.317
H: -7.18 -2.74 0.97  0.377
H: -7.74 0.07 -1.88  0.449
H: -5.99 0.03 -1.85  0.218
H: -6.89 -1.37 -2.45  0.305
H: -7.21 -0.52 1.75  0.390
H: -6.83 0.79 0.62  0.343
H: -8.47 0.10 0.69  0.338
C: 3.21 3.95 -6.75  -0.705
C: 1.81 3.92 -7.36  -0.509
C: 0.80 3.16 -6.50  0.322
C: 1.16 1.75 -6.33  0.191
N: 1.48 0.66 -6.18  -0.521
H: 3.61 2.94 -6.63  0.329
H: 3.90 4.51 -7.37  0.359
H: 3.20 4.42 -5.76  -0.067
H: 1.86 3.46 -8.35  0.319
H: 1.44 4.93 -7.49  0.334
H: -0.20 3.20 -6.94  0.393
H: 0.72 3.61 -5.51  -0.437
C: 1.27 8.03 -3.03  -1.284
C: 1.84 6.87 -2.23  -0.591
C: 1.79 5.54 -3.00  0.974
C: 0.42 5.13 -3.30  0.157
N: -0.66 4.84 -3.55  -0.604
H: 0.21 7.87 -3.26  0.336
H: 1.34 8.96 -2.47  0.385
H: 1.81 8.16 -3.97  0.315
H: 1.31 6.76 -1.29  0.370
H: 2.89 7.07 -1.99  0.322
H: 2.27 4.76 -2.41  -0.456
H: 2.35 5.63 -3.93  -0.002
C: 2.11 -3.82 5.34  -0.838
C: 2.68 -2.74 6.25  -0.281
C: 3.55 -3.30 7.38  -0.515
C: 2.77 -4.16 8.29  0.286
N: 2.17 -4.83 8.99  -0.478
H: 1.46 -4.50 5.90  0.359
H: 1.53 -3.38 4.54  -0.034
H: 2.91 -4.42 4.89  0.352
H: 1.88 -2.14 6.67  0.283
H: 3.30 -2.06 5.66  0.245
H: 3.98 -2.49 7.97  0.331
H: 4.37 -3.89 6.98  0.289
C: -0.88 -3.44 9.21  -1.042
C: -2.05 -3.28 8.25  -0.354
C: -2.90 -2.04 8.54  -0.471
C: -3.53 -2.10 9.86  0.245
N: -4.02 -2.14 10.90  -0.423
H: -1.23 -3.56 10.24  0.401
H: -0.28 -4.31 8.96  0.268
H: -0.22 -2.57 9.17  0.270
H: -2.68 -4.17 8.28  0.313
H: -1.68 -3.19 7.22  0.229
H: -3.69 -1.93 7.80  0.305
H: -2.29 -1.14 8.49  0.260
C: 4.81 3.31 -1.44  -0.279
C: 6.29 3.65 -1.37  -0.737
C: 6.51 5.16 -1.37  -0.503
C: 5.95 5.79 -2.57  0.313
N: 5.45 6.25 -3.49  -0.491
H: 4.38 3.71 -2.35  0.083
H: 4.64 2.23 -1.42  0.086
H: 4.28 3.75 -0.59  0.314
H: 6.81 3.20 -2.23  0.310
H: 6.75 3.23 -0.48  0.380
H: 7.57 5.41 -1.30  0.345
H: 6.02 5.61 -0.50  0.279
C: -9.04 3.98 0.42  -0.920
C: -10.38 3.93 -0.29  -0.396
C: -11.53 3.50 0.63  -0.440
C: -11.33 2.15 1.16  0.248
N: -11.15 1.10 1.58  -0.410
H: -8.76 3.00 0.81  0.152
H: -8.25 4.31 -0.26  0.320
H: -9.07 4.68 1.26  0.326
H: -10.33 3.24 -1.14  0.277
H: -10.63 4.91 -0.69  0.295
H: -12.48 3.53 0.11  0.281
H: -11.61 4.19 1.48  0.278

## Properties
maximum force	0.68	eV Å⁻¹
charge	0
Kohn-Sham gap	9.16	eV
HOMO energy	-0.3265	Eh
structure (SMILES)	COCCCCCCCCCC[C@]1(COC)OS(=O)(=O)O[C@H]1CC[C@H](C)CCC=C(C)C.CCCC#N.CCCC#N.CCCC#N.CCCC#N.CCCC#N.CCCC#N
ΔE to the lowest compared entry with this formula, charge and spin	0.0	kJ/mol